ORCA calculation (ωB97M-V/def2-TZVPD) on a cluster of 2 separate species, C11H12NO in total in a non-equilibrium geometry.

Geometry as XYZ:
```
25
Properties=species:S:1:pos:R:3:mulliken_charge:R:1
C 0.91 3.37 -0.79 -0.321
C -0.05 3.35 0.21 -0.670
C 1.44 2.22 -1.40 -0.658
C -0.32 2.07 0.74 -0.486
C 1.06 0.99 -0.97 -0.277
C 0.07 0.94 -0.02 0.454
C -1.83 -1.83 1.69 -0.250
C -0.93 -2.86 1.62 -0.573
C -1.58 -0.60 1.15 -0.725
C 0.22 -2.73 0.98 -0.304
C -0.33 -0.37 0.57 0.907
N 0.55 -1.44 0.60 -0.021
O 0.57 -1.72 -2.30 -0.592
H 1.26 4.32 -1.14 0.384
H -0.43 4.20 0.82 0.344
H 2.07 2.29 -2.26 0.431
H -0.99 2.02 1.63 0.400
H 1.39 0.14 -1.53 0.401
H -2.85 -1.96 2.04 0.399
H -1.28 -3.79 2.02 0.401
H -2.34 0.14 0.88 0.469
H 0.88 -3.53 0.67 0.439
H 1.46 -1.26 0.45 0.255
H 0.83 -1.36 -3.24 0.312
H 0.18 -2.58 -2.44 0.279
```

## Properties
relative energy (zero: lowest compared OMol25 entry of this formula, charge and spin)	1.105	eV
charge	+1

***

ORCA calculation (ωB97M-V/def2-TZVPD) on an isolated molecule of C11H12NP in a non-equilibrium geometry.

Geometry as XYZ:
```
25
Properties=species:S:1:pos:R:3:mulliken_charge:R:1
C 1.86 -1.72 1.54 -1.228
C 0.98 -0.51 1.43 0.370
C 0.62 0.14 0.41 0.135
C 0.35 0.92 -0.58 0.405
C 1.14 2.01 -1.29 -0.898
C 0.94 2.20 -2.62 -0.175
C -0.14 1.59 -3.37 -0.528
C -1.06 0.84 -2.72 -0.532
C -0.87 0.45 -1.27 -0.416
C 0.23 -0.33 2.78 -0.693
N -0.78 -1.34 2.85 -0.363
C -1.51 -2.00 2.16 0.433
P -2.81 -2.82 1.43 -0.283
H 1.14 -2.61 1.86 0.253
H 2.65 -1.56 2.21 0.345
H 2.31 -2.10 0.61 0.379
H 1.76 2.64 -0.80 0.462
H 1.53 2.95 -3.20 0.294
H -0.33 1.90 -4.34 0.412
H -1.83 0.36 -3.32 0.362
H -1.10 -0.58 -1.06 0.332
H -1.85 1.03 -0.81 0.190
H 0.81 -0.40 3.61 0.394
H -0.33 0.64 2.84 0.347
H -3.70 -1.71 1.64 0.001
```

## Properties
relative energy (zero: lowest compared OMol25 entry of this formula, charge and spin)	4.186	eV
SMILES	CC(=C=C1C=CC=CC1)CN=C=P

***

ORCA calculation (ωB97M-V/def2-TZVPD) on a cluster of 2 separate species, C11H12O2 in total in a non-equilibrium geometry.

Geometry as XYZ:
```
25
Properties=species:S:1:pos:R:3:mulliken_charge:R:1
C 4.18 0.75 -0.16 -0.579
C 3.41 1.29 0.86 -0.427
C 3.71 -0.12 -1.04 -0.451
C 2.16 0.81 1.03 -0.682
C 2.44 -0.66 -0.87 -0.266
C 1.69 -0.21 0.15 1.099
C -4.71 0.13 0.80 -0.837
C -4.02 0.02 -0.29 0.105
C 0.40 -0.75 0.46 -0.452
C -0.38 -1.54 -0.30 -0.377
C -3.29 1.02 -0.89 -0.024
O -1.59 -2.01 0.03 -0.478
O -2.27 1.71 -0.54 -0.419
H 5.05 1.28 -0.35 0.388
H 3.83 1.98 1.53 0.441
H 4.23 -0.50 -1.97 0.279
H 1.58 1.29 1.76 0.370
H 1.89 -1.35 -1.59 0.109
H -5.48 -0.59 1.08 0.264
H -4.65 0.95 1.51 0.240
H -4.37 -0.81 -0.94 0.343
H 0.24 -0.66 1.51 0.451
H -0.11 -1.73 -1.34 0.219
H -2.09 -1.93 -0.80 0.352
H -1.85 1.59 0.35 0.333
```

## Properties
expectation value of S²	2.0259
electronic energy	-576.5904	Ha
2S+1	3

***

ORCA calculation (ωB97M-V/def2-TZVPD) on a structure of composition C11H13Br24F2NO4S in a non-equilibrium geometry.

Geometry as XYZ:
```
56
Properties=species:S:1:pos:R:3:mulliken_charge:R:1
O 3.21 -4.29 2.32 -0.513
C 3.67 -3.25 1.84 0.659
O 4.91 -3.33 1.13 -0.436
C 3.03 -1.79 1.96 -0.382
C 1.60 -1.73 2.65 0.555
N 0.44 -1.53 1.75 0.065
F 0.69 -0.73 0.69 -0.001
S -0.39 -3.00 1.35 1.175
O -1.32 -3.35 2.47 -0.600
O 0.49 -4.18 1.09 -0.500
F -1.36 -2.78 0.00 -0.201
H 5.05 -2.45 0.73 0.330
H 3.11 -1.30 0.94 0.130
H 3.75 -1.19 2.64 0.274
H 1.62 -0.83 3.37 -1.055
H 1.42 -2.64 3.33 0.582
C 2.29 2.50 -0.98 0.121
Br 0.45 2.20 -0.48 0.002
Br 2.80 4.36 -0.77 0.004
Br 3.50 1.32 -0.03 0.026
H 2.38 2.26 -2.04 -0.166
C 0.18 -5.74 -2.29 -0.240
Br 2.07 -5.55 -1.89 0.004
Br -0.57 -4.09 -2.99 -0.026
Br -0.16 -7.25 -3.45 -0.054
H -0.32 -5.94 -1.34 0.278
C 3.51 3.03 -5.62 -0.357
Br 1.75 2.98 -6.43 0.001
Br 4.20 4.84 -5.49 0.001
Br 3.54 2.13 -3.90 0.044
H 4.18 2.48 -6.27 0.328
C 7.65 -2.46 4.00 -0.310
Br 6.99 -0.96 2.96 -0.053
Br 8.38 -1.88 5.70 -0.029
Br 6.30 -3.83 4.22 0.002
H 8.47 -2.91 3.44 0.379
C -3.47 1.39 0.68 -0.439
Br -4.18 0.91 -1.06 0.044
Br -1.90 0.36 1.13 0.097
Br -3.15 3.30 0.82 -0.031
H -4.24 1.15 1.41 0.399
C -7.72 3.08 -2.97 0.097
Br -9.54 2.85 -3.59 -0.045
Br -7.57 2.84 -1.05 -0.019
Br -6.47 1.95 -3.94 -0.033
H -7.44 4.11 -3.19 -0.012
C 1.07 -0.79 6.62 -0.391
Br -0.77 -1.39 6.62 0.010
Br 2.32 -2.28 6.69 -0.006
Br 1.45 0.39 5.13 -0.070
H 1.22 -0.21 7.53 0.377
C -9.45 6.52 -5.09 -0.106
Br -9.64 7.23 -6.88 -0.010
Br -7.63 6.69 -4.44 -0.038
Br -10.74 7.29 -3.86 0.009
H -9.67 5.45 -5.15 0.134
```

## Properties
electronic energy	-63156.6560	Ha

***

ORCA calculation (ωB97M-V/def2-TZVPD) on a structure of composition C11H13ClMnO in a non-equilibrium geometry.

Geometry as XYZ:
```
27
Properties=species:S:1:pos:R:3:mulliken_charge:R:1
C 0.94 -1.98 1.79 -0.627
C 0.97 -1.60 0.38 -0.286
C -0.43 -1.45 -0.04 -1.034
H 1.84 -1.44 -0.22 0.594
C -1.24 -2.05 0.99 0.153
C -0.43 -2.30 2.12 -0.295
H -0.74 -2.82 3.03 0.439
H 1.80 -2.14 2.45 0.392
H -0.78 -1.00 -0.98 0.379
H -2.26 -2.41 0.88 0.432
Mn 0.17 0.00 1.45 0.603
Cl 1.66 1.28 0.35 -0.409
C 0.12 2.64 -2.71 -0.547
C -1.11 2.00 -3.06 -0.595
C -0.80 0.77 -3.70 -0.606
H -2.11 2.40 -2.89 0.382
C 0.62 0.64 -3.75 -0.564
C 1.19 1.79 -3.13 -0.538
H 2.25 2.00 -3.01 0.414
H 0.23 3.61 -2.23 0.369
H -1.52 0.06 -4.11 0.442
H 1.17 -0.18 -4.20 0.371
C -0.28 0.42 4.17 -0.482
O -0.72 0.68 2.87 -0.641
H -1.05 -0.20 4.66 0.240
H -0.17 1.38 4.68 0.249
H 0.69 -0.11 4.20 0.165
```

## Properties
relative energy (zero: lowest compared OMol25 entry of this formula, charge and spin)	0.023	eV
expectation value of S²	6.1645
charge	-1
2S+1	5

***

ORCA calculation (ωB97M-V/def2-TZVPD) on a cluster of 2 separate species, C11H13ClO2S in total in a non-equilibrium geometry.

Geometry as XYZ:
```
28
Properties=species:S:1:pos:R:3:mulliken_charge:R:1
C -2.59 1.34 -0.31 -0.489
C -1.89 -0.96 -0.73 -0.256
C -3.84 0.95 0.10 -0.859
C -3.09 -1.36 -0.25 -0.739
C -1.61 0.39 -0.69 0.601
C -4.01 -0.44 0.20 0.477
C 1.26 1.29 1.24 -0.141
C 0.90 0.45 0.28 -0.398
C 0.91 2.73 1.27 -1.119
C 4.16 -2.12 0.16 -0.963
C 2.79 -1.74 -0.42 0.690
O 0.55 0.12 -2.25 -0.358
O 2.35 -2.23 -1.43 -0.581
S 0.03 1.08 -1.13 0.026
Cl -5.56 -0.94 0.80 -0.202
H -2.31 2.26 -0.60 0.572
H -1.23 -1.76 -1.02 0.291
H -4.57 1.61 0.28 0.554
H -3.45 -2.33 -0.51 0.346
H 2.00 0.90 1.94 0.364
H 0.28 2.91 0.46 0.376
H 1.86 3.15 1.09 0.315
H 0.53 3.02 2.20 0.334
H 4.76 -3.03 -0.35 0.255
H 4.10 -2.24 1.26 0.311
H 4.82 -1.16 -0.06 0.238
H 2.06 -1.10 0.23 0.051
H 0.76 -0.78 -1.76 0.306
```

## Properties
relative energy (zero: lowest compared OMol25 entry of this formula, charge and spin)	2.203	eV

***

ORCA calculation (ωB97M-V/def2-TZVPD) on a structure of composition C11H13F6NOZr in a non-equilibrium geometry.

Geometry as XYZ:
```
33
Properties=species:S:1:pos:R:3:mulliken_charge:R:1
C 3.02 -0.95 -0.10 -0.258
C 2.27 -1.72 -1.04 -0.499
C 1.20 -2.34 -0.35 -0.626
C 1.29 -1.97 1.03 -0.452
C 2.40 -1.09 1.18 -0.395
Zr 0.78 0.08 -0.12 0.735
N 1.61 1.90 0.11 -0.531
C 1.45 2.19 -1.34 -0.240
C 1.05 0.95 -2.17 -1.069
H 0.50 -3.08 -0.77 0.503
H 2.53 -1.88 -2.09 0.451
H 0.66 -2.35 1.84 0.399
H 2.79 -0.70 2.12 0.405
H 3.96 -0.43 -0.31 0.415
H 1.87 0.65 -2.83 0.317
H 0.76 3.03 -1.57 0.306
H 1.71 2.73 0.69 0.195
H 0.15 1.09 -2.77 0.289
H 2.42 2.59 -1.67 0.377
C -2.00 -1.03 -0.22 -1.600
C -1.92 0.09 0.82 0.976
O -0.63 0.28 1.33 -0.914
C -2.39 1.47 0.22 0.806
F -3.67 1.49 -0.23 -0.261
F -2.21 2.49 1.08 -0.247
F -1.58 1.75 -0.89 -0.221
C -2.80 -0.24 2.09 0.531
F -4.11 -0.41 1.77 -0.265
F -2.33 -1.39 2.65 -0.251
F -2.69 0.74 3.00 -0.230
H -1.35 -0.84 -1.11 0.466
H -3.03 -1.09 -0.59 0.539
H -1.71 -1.99 0.25 0.348
```

## Properties
relative energy (zero: lowest compared OMol25 entry of this formula, charge and spin)	0.577	eV

***

ORCA calculation (ωB97M-V/def2-TZVPD) on a cluster of 2 separate species, C11H13FO2S in total in a non-equilibrium geometry.

Geometry as XYZ:
```
28
Properties=species:S:1:pos:R:3:mulliken_charge:R:1
C 2.44 -2.40 1.56 -0.133
C 2.80 -1.06 1.44 -0.800
C 1.19 -2.94 1.32 -0.671
C 1.83 -0.23 0.95 -0.119
C 0.19 -2.07 0.95 -0.155
C 0.52 -0.72 0.81 -0.105
C -0.93 0.11 -1.06 -0.052
C -1.18 1.67 -3.67 -0.964
C -0.08 1.66 2.68 -0.847
C -2.26 1.16 -2.79 -0.245
C -0.49 0.19 0.39 1.266
O -0.45 -0.72 -1.80 -0.552
O -1.83 1.06 -1.42 -0.363
F -2.10 -0.52 1.26 -0.581
S -0.57 1.86 0.94 0.045
H 3.22 -3.08 2.08 0.244
H 3.90 -0.75 1.54 0.287
H 1.00 -4.04 1.66 0.247
H 2.00 0.75 0.51 0.537
H -0.84 -2.33 0.96 0.515
H -0.82 2.72 -3.34 0.269
H -0.16 1.18 -3.50 0.270
H -1.48 1.93 -4.78 0.315
H 0.96 1.46 2.86 0.321
H -0.48 0.67 3.11 0.302
H -0.52 2.62 3.19 0.325
H -2.60 0.12 -3.00 0.294
H -3.21 1.70 -2.84 0.352
```

## Properties
relative energy (zero: lowest compared OMol25 entry of this formula, charge and spin)	0.018	eV

***

Which formula does entry 4 have?
C11H13Br24F2NO4S

***

What is the formula in the eighth record?
C11H13FO2S